Entry 1:
16
Properties=species:S:1:pos:R:3:mulliken_spin:R:1 method="wB97M-V/def2-TZVPD" multiplicity=5 relative_energy_kj_mol=0.00 gap_ev="6.815 / 11.581"
O -0.40494 0.79916 1.57658 -0.03
C 0.04710 -0.30554 1.96796 -0.09
O -0.61265 -1.04984 2.73891 -0.04
O 1.23725 -0.77383 1.57673 0.00
V -2.01480 0.37085 2.63042 4.15
C 1.47448 0.09514 -0.59603 0.00
C 2.18892 -0.09183 0.71150 0.00
H 1.15705 -0.87315 -1.00026 0.00
H 0.72813 0.89348 -0.56520 0.00
H 3.03179 -0.78654 0.66776 0.00
O 2.57348 1.15031 1.26903 0.00
C 3.62957 1.16542 2.08273 0.00
O 4.28718 0.21266 2.41513 0.00
O 3.82699 2.41579 2.46821 0.00
H 4.61697 2.46375 3.02229 0.00
H 2.38413 0.43801 -1.17852 0.00

Entry 2:
16
Properties=species:S:1:pos:R:3:mulliken_spin:R:1 method="wB97M-V/def2-TZVPD" multiplicity=2 total_charge=+3 gap_ev="9.685 / 2.669"
O 2.46935 -1.26627 -3.09870 -0.02
C 1.35407 -0.88709 -2.81547 -0.03
O 0.39827 -0.77541 -3.59059 0.08
Y 4.74393 -1.54137 -3.38992 -1.00
O 0.97419 -0.53998 -1.20605 0.80
O -1.37730 0.52746 1.28776 0.09
C -1.45785 0.83935 2.57399 -0.06
O -0.54495 0.81592 3.36148 0.87
O -2.70526 1.19564 2.83884 0.11
C -0.10303 0.12609 0.80433 0.00
C -0.25942 -0.08366 -0.69076 0.05
H -2.77250 1.48064 3.75931 -0.01
H 0.21115 -0.80504 1.29335 0.00
H 0.63885 0.90920 1.00635 0.00
H -0.54150 0.84570 -1.21180 0.05
H -1.02802 -0.84118 -0.92215 0.07

Entry 3:
12
Properties=species:S:1:pos:R:3:nbo_charge:R:1 method="wB97M-V/def2-TZVPD" relative_energy_kj_mol=392.90 gap_ev="6.902 / 6.971"
C 1.49112 -0.28932 -0.48491 -0.22
C 1.01769 -0.77582 0.77147 -0.21
C 0.49351 0.01905 -1.30720 -0.52
C -0.26610 -0.52491 0.99296 -0.54
O -1.20361 1.65314 -0.19731 -0.98
P -1.12653 0.08123 -0.47805 1.15
S -4.24226 -0.46716 0.32817 -0.09
H 2.53199 -0.43640 -0.90689 0.22
H 1.81574 -1.16170 1.47831 0.22
H 0.69385 0.49289 -2.22766 0.22
H -0.82695 -0.70210 1.94604 0.24
H -0.37845 2.11111 0.08506 0.50